Entry 1:
Molecular formula: C37H43N6ORbS4
Method: DFT, ωB97M-V/def2-TZVPD

Output
**E_tot**: -3456.43986 Eh
**Kohn-Sham gap**: 0.200 Ha
**ΔE to the lowest compared entry with this formula, charge and spin**: 33.67 kJ/mol
**HOMO energy**: -0.062 Eh

The geometry in ORCA input format:
```
! wB97M-V def2-TZVPD RIJCOSX def2/J DEFGRID3
* xyz -2 1
Rb 0.98238 -0.05979 0.03434
C 4.44725 0.40921 -2.07270
N 3.56715 1.44361 -1.53102
C 2.90526 2.15761 -2.61370
C 1.77420 1.32609 -3.22830
N 0.49386 1.65474 -2.62312
C -0.54979 0.70935 -2.99364
C 0.05198 3.00673 -2.79367
C 0.43836 3.75819 -3.89954
C 0.01980 5.07097 -4.07591
C -0.81780 5.63515 -3.12315
C -1.20881 4.89667 -2.01938
C -0.78664 3.57121 -1.80031
S -1.25286 2.71686 -0.36498
C 4.29819 2.24951 -0.59868
C 4.70155 3.53985 -0.93806
C 5.41869 4.33985 -0.05840
C 5.75520 3.82673 1.18490
C 5.36849 2.54184 1.52812
C 4.62773 1.70953 0.67112
S 4.15580 0.12039 1.22311
H 5.22556 0.86256 -2.71144
H 3.89691 -0.31643 -2.67120
H 4.92170 -0.10728 -1.24141
H 3.62514 2.44921 -3.39960
H 2.47321 3.07463 -2.21546
H 1.95517 0.26325 -3.04728
H 1.76172 1.43242 -4.32724
H -0.73068 0.71029 -4.08188
H -1.46807 0.96368 -2.46617
H -0.25290 -0.29990 -2.70283
H 1.09727 3.31699 -4.63794
H 0.35099 5.63876 -4.93766
H -1.15691 6.66059 -3.22905
H -1.84090 5.34619 -1.26280
H 4.44548 3.93548 -1.91234
H 5.70235 5.34586 -0.34482
H 6.30912 4.42866 1.89781
H 5.61431 2.14420 2.50515
C -0.13284 -2.71024 3.70397
N -0.32532 -2.46376 2.27203
C -0.63804 -3.48114 1.55820
C -0.91384 -3.48480 0.15382
C -1.32530 -4.62673 -0.55642
C -1.44818 -4.22405 -1.88662
C -1.08399 -2.86596 -1.89925
N -0.76147 -2.40684 -0.67950
C -1.44180 -3.00095 4.40224
C -1.81024 -4.29977 4.73624
C -3.04558 -4.56600 5.31617
C -3.93022 -3.52886 5.56758
C -3.56807 -2.22615 5.24247
C -2.33479 -1.96239 4.66727
H 0.31482 -1.81078 4.12729
H 0.56278 -3.54271 3.86391
H -0.73047 -4.47387 2.02573
H -1.51576 -5.60381 -0.13307
H -1.75587 -4.81652 -2.73591
H -1.05624 -2.21578 -2.76321
H -1.12102 -5.11414 4.54124
H -3.31642 -5.58511 5.56676
H -4.89683 -3.73235 6.01303
H -4.25111 -1.40732 5.43645
H -2.04925 -0.94639 4.41312
C 4.48173 -2.99743 -0.61912
S 2.90962 -2.64670 -1.40605
C 2.10057 -4.17218 -0.93735
O 3.14122 -2.74409 -2.88209
H 4.87101 -3.92898 -1.03280
H 4.33962 -3.05375 0.45974
H 5.14251 -2.16006 -0.82520
H 1.94740 -4.18294 0.14199
H 2.71253 -5.01520 -1.26148
H 1.13159 -4.18299 -1.43532
N -2.13134 -0.30695 1.60793
C -2.09990 0.84637 2.26739
S -0.88801 1.23019 3.37116
N -3.10567 1.73980 2.02844
C -4.24376 1.54018 1.22456
C -5.03011 0.39802 1.36780
C -6.17529 0.24442 0.59971
C -6.56084 1.23154 -0.29623
C -5.77981 2.37289 -0.42800
C -4.62192 2.52657 0.31682
H -1.40499 -1.00888 1.79034
H -2.67923 -0.40339 0.76632
H -2.81695 2.69385 2.18220
H -4.74150 -0.36533 2.07902
H -6.77053 -0.65361 0.71216
H -7.45453 1.10763 -0.89547
H -6.05509 3.14131 -1.14013
H -3.96275 3.37262 0.16925
*
```


Entry 2:
Molecular formula: C8H32FN16O8Y
Method: DFT, ωB97M-V/def2-TZVPD

Output
**E_tot**: -1940.44488 Eh
**Kohn-Sham gap**: 0.376 Ha
**ΔE to the lowest compared entry with this formula, charge and spin**: 0.00 kJ/mol
**HOMO energy**: -0.528 Eh

The geometry in ORCA input format:
```
! wB97M-V def2-TZVPD RIJCOSX def2/J DEFGRID3
* xyz 2 1
Y 14.27135 -12.93340 19.20503
F 14.53540 -13.43575 17.00135
C 16.80952 -10.54185 18.35734
O 15.92980 -11.36467 18.63099
N 18.06350 -10.91898 18.03728
N 16.53072 -9.21098 18.40116
H 18.67709 -10.21098 17.67044
H 18.31137 -11.87956 17.88315
H 15.71099 -9.04802 18.96321
H 17.17865 -8.45582 18.27256
C 14.18325 -16.24515 18.17957
O 14.11424 -15.30922 18.97721
N 13.89085 -16.08295 16.86726
N 14.77923 -17.43126 18.51327
H 13.75350 -15.13242 16.54538
H 13.99099 -16.84797 16.22651
H 15.29550 -17.49560 19.37099
H 15.04043 -18.08087 17.79344
C 10.92472 -14.14107 18.53281
O 11.99871 -13.64873 18.85630
N 10.70552 -15.48088 18.46838
N 9.83588 -13.34974 18.28610
H 9.86522 -15.91398 18.13986
H 11.54393 -16.00784 18.64223
H 9.97123 -12.39271 18.56435
H 8.91565 -13.74439 18.23437
C 14.26347 -15.04481 22.33880
O 14.13825 -14.24730 21.41898
N 13.15758 -15.46625 23.03601
N 15.45769 -15.56769 22.70731
H 12.25135 -15.54842 22.61057
H 13.35695 -16.19125 23.70905
H 15.55030 -16.18546 23.49308
H 16.27301 -15.33323 22.17306
C 11.84735 -11.74188 21.95713
O 12.42692 -12.03219 20.91337
N 11.63674 -12.67459 22.91912
N 11.31979 -10.49787 22.19126
H 11.36753 -12.34320 23.83089
H 12.08958 -13.57805 22.92405
H 11.82150 -9.67096 21.92766
H 10.68130 -10.39131 22.96162
C 17.32159 -14.33772 18.61501
O 16.40256 -13.97584 19.34410
N 17.15646 -14.42856 17.26436
N 18.61614 -14.41652 19.04898
H 17.88435 -14.76541 16.66510
H 16.19728 -14.21291 16.98613
H 18.77233 -14.33697 20.04063
H 19.33531 -14.94546 18.58427
C 15.85586 -11.17618 22.06129
O 15.15024 -11.64043 21.17264
N 15.95768 -9.84984 22.31691
N 16.59416 -11.99771 22.85784
H 16.43493 -9.50937 23.13109
H 15.39428 -9.21272 21.78663
H 16.53638 -12.95996 22.57916
H 17.18308 -11.71685 23.61797
C 12.89202 -10.57402 17.16835
O 13.09190 -11.04383 18.29242
N 13.46285 -11.09106 16.05279
N 12.01537 -9.55948 16.94713
H 13.26588 -10.69701 15.15242
H 14.01511 -11.93879 16.12451
H 11.79129 -9.25480 16.01793
H 11.43400 -9.18770 17.67515
*
```


Entry 3:
Molecular formula: C4H12OS
Method: DFT, ωB97M-V/def2-TZVPD

Output
**E_tot**: -632.66721 Eh
**Kohn-Sham gap (spin up / spin down)**: 0.363 / 0.180 Ha
**ΔE to the lowest compared entry with this formula, charge and spin**: 113.33 kJ/mol
**HOMO energy (spin up / spin down)**: -0.491 / -0.491 Eh

The geometry in ORCA input format:
```
! wB97M-V def2-TZVPD RIJCOSX def2/J DEFGRID3
* xyz 1 2
C -2.21342 1.27692 0.38284
O -3.29043 1.76407 -0.39928
H -3.27004 2.70317 -0.50145
H -1.50768 2.09012 0.58268
H -2.62352 0.89028 1.31454
H -1.64567 0.56039 -0.21490
C 0.89441 -0.80742 -0.66470
C 0.71727 0.18903 -1.83914
C 1.84000 -1.48161 1.89063
S 1.67515 -0.09044 0.76249
H -0.09742 -1.22559 -0.45894
H 1.56102 -1.63611 -0.92916
H -0.00065 -0.21235 -2.54535
H 1.62095 0.12281 -2.46861
H 2.84138 -1.48968 2.30323
H 1.17461 -1.38195 2.75591
H 1.61008 -2.47930 1.51368
H 0.71394 1.20765 -1.48447
*
```


Entry 4:
Molecular formula: C40H58IrN7O4PSSeSi
Method: DFT, ωB97M-V/def2-TZVPD

Output
**E_tot**: -5778.12353 Eh
**Kohn-Sham gap**: 0.250 Ha
**ΔE to the lowest compared entry with this formula, charge and spin**: 314.31 kJ/mol
**HOMO energy**: -0.356 Eh

The geometry in ORCA input format:
```
! wB97M-V def2-TZVPD RIJCOSX def2/J DEFGRID3
* xyz 1 1
Ir 0.35371 -0.51054 -0.52702
C 4.91105 2.84652 0.82241
N 4.06854 2.06149 -0.03978
C 4.29509 1.77063 -1.34605
C 3.25681 0.97927 -1.75224
N 2.40794 0.78201 -0.71874
C 2.91062 1.44845 0.31184
P 2.22325 1.58678 2.00359
C 0.53260 2.07037 1.48957
N -0.11198 1.62171 0.42724
C -1.28194 2.29438 0.36092
C -1.34575 3.18031 1.40073
N -0.19619 3.03307 2.10831
C 0.15099 3.75267 3.30104
C 1.95993 -0.20333 2.25506
N 1.66962 -1.10128 1.32765
C 1.61569 -2.29710 1.95095
C 1.89969 -2.12998 3.27841
N 2.12767 -0.80257 3.46053
C 2.46969 -0.15513 4.69769
H 5.69420 3.32166 0.23668
H 5.37235 2.21061 1.58060
H 4.32976 3.62456 1.31926
H 5.15323 2.12724 -1.87642
H 3.07000 0.58007 -2.72818
H -2.00095 2.09810 -0.41104
H -2.10278 3.88119 1.68495
H -0.67385 4.40443 3.58357
H 1.04004 4.36414 3.13758
H 0.34317 3.06006 4.12138
H 1.35827 -3.19238 1.42772
H 1.92937 -2.83065 4.08785
H 2.32820 -0.85455 5.51989
H 1.83021 0.71470 4.85260
H 3.51127 0.17275 4.68973
S 2.07143 -3.61174 -3.86959
C 1.98525 -2.35390 -2.69502
N 1.00300 -2.40099 -1.85765
C 0.22818 -3.52096 -2.06223
C -0.87914 -3.92063 -1.31624
C -1.50442 -5.10402 -1.65115
C -1.07374 -5.87986 -2.72667
C 0.01071 -5.49551 -3.48855
C 0.65840 -4.32062 -3.14286
H 2.74174 -1.59481 -2.69181
H -1.21226 -3.31959 -0.48746
H -2.34913 -5.44401 -1.06999
H -1.58689 -6.79994 -2.96116
H 0.35055 -6.08027 -4.32910
C 2.45390 0.95128 -7.80347
C 1.71836 0.82140 -6.50644
C 1.79593 1.79660 -5.52471
C 1.06143 1.72046 -4.34865
C 1.15199 2.86349 -3.38257
C 0.23727 0.61131 -4.13979
Se -0.86358 0.47541 -2.57124
C 0.13833 -0.38597 -5.11925
C -0.81002 -1.53408 -4.96353
C 0.88838 -0.27042 -6.27588
H 3.14908 1.78558 -7.78439
H 1.74648 1.12335 -8.61435
H 3.00060 0.03895 -8.03312
H 2.42102 2.66270 -5.68468
H 0.54606 3.69451 -3.74504
H 2.18112 3.20773 -3.30603
H 0.79064 2.57777 -2.39495
H -0.79013 -1.92657 -3.94759
H -0.56867 -2.32942 -5.66392
H -1.82629 -1.19230 -5.16326
H 0.80329 -1.03676 -7.03314
C -3.48124 -0.71990 5.15112
C -2.48189 -0.58077 4.00042
C -1.05274 -0.83680 4.48912
C -2.55784 0.83157 3.40795
O -2.85761 -1.51033 3.02079
Si -2.11570 -2.12128 1.69218
O -1.14849 -1.11255 0.94793
O -1.25990 -3.46479 2.06292
C -1.68700 -4.64437 2.72232
C -0.64088 -5.72190 2.41842
C -3.05409 -5.09081 2.20575
C -1.75611 -4.40795 4.23424
O -3.32091 -2.63880 0.71654
C -4.29946 -1.95062 -0.02534
C -3.61854 -1.06348 -1.07285
C -5.16458 -1.09817 0.90425
C -5.15214 -3.03214 -0.69986
H -3.24245 -0.03171 5.95656
H -3.46961 -1.73570 5.53260
H -4.47973 -0.50834 4.78278
H -0.74553 -0.05010 5.17531
H -0.39791 -0.85843 3.62322
H -0.98502 -1.79341 4.99565
H -2.28811 1.57318 4.15706
H -3.56571 1.04101 3.05546
H -1.87091 0.87310 2.56793
H -0.57975 -5.89147 1.34662
H -0.92301 -6.64879 2.90991
H 0.33848 -5.41479 2.77842
H -3.04205 -5.08668 1.12088
H -3.82021 -4.39490 2.53382
H -3.29559 -6.08718 2.56172
H -0.76808 -4.15882 4.61860
H -2.11667 -5.29970 4.74215
H -2.43370 -3.58501 4.43625
H -2.89544 -0.43219 -0.56083
H -4.34477 -0.44446 -1.58936
H -3.08971 -1.67725 -1.79874
H -4.54327 -0.34341 1.37519
H -5.58671 -1.72776 1.68221
H -5.97132 -0.61230 0.35996
H -4.53713 -3.62217 -1.37445
H -5.96607 -2.58702 -1.26377
H -5.56242 -3.69005 0.06084
*
```


- The highest ΔE to the lowest compared entry with this formula, charge and spin belongs to which entry?
  C40H58IrN7O4PSSeSi